1.
17
Properties=species:S:1:pos:R:3:forces:R:3:mulliken_charge:R:1 method="wB97M-V/def2-TZVPD" lumo_ev=-3.2 de_lowest_kcal_mol=55.3 largest_force_ev_per_a=1.08 gap_ev=10.01 mol_weight_da=87.15 energy_ev=-7298.5519 charge=+1
C 0.07578 0.79333 -2.43501 -0.01 0.08 -0.38 -0.60
C 1.16753 0.08777 -2.74674 -0.51 0.34 0.28 -0.54
H 0.09665 1.83081 -2.11786 0.32 -0.02 0.05 0.32
H -0.93002 0.42288 -2.59833 0.08 -0.29 0.06 0.28
H 2.15628 0.52209 -2.65610 0.04 -0.06 -0.05 0.34
H 1.08125 -0.92656 -3.11658 0.09 0.02 -0.06 0.31
C 0.06374 0.15824 1.39689 -0.09 -0.13 -0.34 -0.39
C -0.89065 -0.58786 1.97986 0.07 0.82 -0.52 -0.10
N -2.06539 -0.03419 2.40955 0.51 -0.54 0.79 -0.41
N 0.94716 -0.47433 0.39903 0.46 -0.18 0.37 -0.21
H 0.15191 1.23094 1.46405 -0.17 0.02 -0.21 0.37
H -0.76554 -1.66478 2.05888 -0.36 -0.03 -0.08 0.29
H -2.39509 -0.35466 3.31053 -0.28 -0.01 -0.15 0.26
H -2.18084 0.95504 2.25968 0.04 0.09 0.07 0.23
H 1.95191 -0.39692 0.58994 -0.11 0.07 0.20 0.38
H 0.81368 -0.09195 -0.56585 -0.20 -0.16 0.17 0.09
H 0.72165 -1.46986 0.36807 0.12 -0.02 -0.19 0.39

***

2.
93
Properties=species:S:1:pos:R:3:forces:R:3:lowdin_spin:R:1 method="wB97M-V/def2-TZVPD" lumo_ev="-1.9 / -3.9" de_lowest_kcal_mol=0.0 largest_force_ev_per_a=0.51 gap_ev="7.47 / 6.51" mol_weight_da=753.04 spin_multiplicity=5 energy_ev=-152183.1775 charge=+1
Co -0.40697 0.19815 -0.44075 -0.28 -0.06 -0.01 2.74
S -6.13904 3.45669 -3.52208 -0.01 0.01 -0.01 0.12
C -4.87323 2.70066 -2.84744 -0.02 0.00 0.02 0.00
S -3.43991 2.24253 -3.71669 0.01 -0.02 0.03 0.00
C -2.56197 1.51365 -2.39742 0.05 0.10 -0.05 0.15
C -3.22617 1.53072 -1.15534 -0.03 0.04 0.02 0.17
S -2.65797 0.86669 0.28714 0.00 0.17 -0.03 0.27
S -4.80573 2.26143 -1.16438 0.04 -0.01 0.00 0.02
S -1.06435 0.82099 -2.71603 -0.04 0.01 -0.01 0.31
C -3.24737 -3.01389 1.24007 -0.04 -0.05 0.02 0.00
N -2.34993 -3.81070 0.40193 0.01 0.04 -0.03 0.00
C -2.61194 -5.24318 0.51373 -0.02 0.00 0.03 0.00
P -1.93374 -3.07699 -1.03426 -0.08 -0.07 -0.23 0.00
O -1.37578 -1.71765 -0.76953 0.26 0.01 0.32 0.04
N -0.97422 -4.19206 -1.78938 0.02 0.26 0.07 0.00
C 0.15589 -4.77476 -1.07365 0.01 -0.05 0.07 0.00
C -0.65434 -3.95459 -3.19959 -0.05 -0.07 -0.03 0.00
N -3.22745 -2.93266 -2.04591 -0.07 0.02 0.07 0.00
C -4.02903 -4.10942 -2.35466 0.01 0.06 -0.05 0.00
C -3.92850 -1.66777 -2.21422 0.01 -0.02 -0.04 0.00
H -3.02526 -3.18135 2.29658 -0.01 -0.02 0.00 0.00
H -4.29387 -3.28809 1.06767 0.00 0.00 -0.01 0.00
H -3.13451 -1.95114 1.02527 -0.05 -0.03 -0.02 0.00
H -2.25187 -5.61006 1.47761 -0.01 0.01 0.01 0.00
H -2.11037 -5.79469 -0.27566 0.02 0.00 0.01 0.00
H -3.68393 -5.45536 0.45158 -0.01 0.00 -0.01 0.00
H -0.00861 -4.74418 0.00119 0.01 0.00 0.01 0.00
H 1.07071 -4.22649 -1.30369 0.11 0.05 0.04 0.00
H 0.28552 -5.81620 -1.37763 0.01 0.01 0.00 0.00
H -1.49194 -3.48147 -3.70487 0.00 -0.01 0.00 0.00
H -0.44713 -4.91012 -3.68393 0.01 0.00 0.01 0.00
H 0.22690 -3.31407 -3.29968 0.01 0.02 0.00 0.00
H -3.43310 -5.01425 -2.25549 0.00 -0.01 -0.01 0.00
H -4.38422 -4.04815 -3.38526 -0.01 -0.01 -0.01 0.00
H -4.90360 -4.18409 -1.69952 0.00 -0.01 0.01 0.00
H -3.29484 -0.85499 -1.87796 -0.02 -0.10 -0.03 0.00
H -4.86156 -1.65094 -1.64056 -0.01 -0.01 0.01 0.00
H -4.17064 -1.51252 -3.26839 -0.01 -0.01 -0.02 0.00
C 4.13825 1.40917 0.69076 -0.02 -0.03 0.04 0.00
N 3.74533 0.46767 -0.35196 0.04 0.06 -0.05 0.01
C 3.86685 0.99194 -1.70442 -0.02 0.01 0.02 0.00
C 2.93383 -0.58921 -0.09578 -0.09 0.18 0.03 0.01
S 1.66948 -0.98578 -1.17994 0.21 -0.27 0.00 0.02
N 3.20168 -1.29926 1.00914 0.03 -0.04 -0.05 0.01
C 2.30370 -2.32754 1.50850 -0.08 -0.14 -0.15 0.00
C 4.53867 -1.36177 1.59521 0.01 -0.02 -0.01 0.00
H 3.57009 2.33714 0.56985 0.02 -0.12 0.07 0.00
H 5.20175 1.64148 0.62376 0.02 -0.01 0.02 0.00
H 3.92324 1.01618 1.67792 -0.03 -0.01 0.00 0.00
H 4.79225 1.56523 -1.75654 0.01 0.00 -0.01 0.00
H 3.03542 1.64488 -1.97820 -0.02 0.02 -0.02 0.00
H 3.90790 0.17815 -2.42177 -0.02 0.00 0.00 0.00
H 1.29024 -2.13677 1.17433 0.18 -0.07 -0.04 0.00
H 2.34525 -2.32166 2.59874 -0.01 0.00 0.01 0.00
H 2.62230 -3.30835 1.15315 0.04 -0.07 -0.01 0.00
H 5.26873 -0.92226 0.92216 -0.01 0.02 0.00 0.00
H 4.79315 -2.41104 1.74613 -0.01 0.00 -0.01 0.00
H 4.58629 -0.85980 2.56297 0.00 0.01 0.01 0.00
C 3.26908 4.58449 -1.29793 -0.02 -0.02 0.00 0.00
C 1.75958 4.48041 -1.47407 0.07 0.03 0.02 0.00
N 1.02176 4.44359 -0.21423 -0.01 0.02 -0.01 0.00
C 0.98260 5.69709 0.54445 0.05 0.00 0.01 0.00
C 1.90714 5.70837 1.75818 0.00 -0.01 -0.03 0.00
C 0.36462 3.33481 0.20724 -0.19 0.14 -0.12 0.01
C -0.66077 3.51926 1.28932 0.06 -0.04 0.06 0.01
N 0.51649 2.15589 -0.30792 0.32 -0.32 0.25 0.04
H 3.76452 4.55534 -2.26872 0.00 0.00 0.00 0.00
H 3.65452 3.76752 -0.68648 -0.01 0.13 -0.12 0.00
H 3.54123 5.52364 -0.81618 0.01 0.00 0.00 0.00
H 1.48910 3.60951 -2.07009 0.00 0.04 -0.02 0.00
H 1.40226 5.34767 -2.03440 -0.02 -0.02 -0.01 0.00
H -0.04099 5.92778 0.83669 -0.02 -0.04 0.01 0.00
H 1.28862 6.48542 -0.14299 -0.06 0.02 -0.01 0.00
H 1.74045 4.84092 2.39788 -0.02 0.01 0.01 0.00
H 1.73373 6.60425 2.35469 0.01 0.01 -0.01 0.00
H 2.95369 5.70106 1.45494 0.00 -0.02 0.00 0.00
H -1.47290 4.14663 0.91802 -0.01 0.00 0.02 0.00
H -0.24617 3.99825 2.17461 0.02 0.02 0.00 0.00
H -1.07582 2.55494 1.56189 0.01 0.02 -0.02 0.01
H 1.25620 2.12826 -1.00213 -0.07 0.00 -0.05 0.00
C -1.31069 -0.17798 3.45266 0.05 -0.03 -0.02 0.00
C -0.18391 0.81634 3.79056 0.02 -0.02 -0.02 0.00
C 0.84186 0.61746 2.65954 0.00 0.01 0.03 0.00
O 0.23677 -0.27280 1.71007 -0.28 0.16 0.00 0.02
C -0.63299 -1.12321 2.47556 -0.09 0.04 0.05 0.00
H -2.14261 0.32848 2.96481 -0.03 0.00 0.01 0.00
H -1.69277 -0.69754 4.32961 0.00 0.01 0.01 0.00
H 0.26817 0.58940 4.75492 0.00 0.01 0.01 0.00
H -0.55022 1.84022 3.82909 0.00 0.00 0.01 0.00
H 1.75424 0.14431 3.03794 0.02 -0.01 -0.01 0.00
H 1.11157 1.52780 2.13093 0.00 0.01 -0.03 0.00
H -0.02597 -1.86352 3.00957 -0.01 -0.01 -0.02 0.00
H -1.29273 -1.63215 1.77913 0.12 0.05 0.03 0.00

***

3.
48
Properties=species:S:1:pos:R:3:forces:R:3:mulliken_charge:R:1 method="wB97M-V/def2-TZVPD" lumo_ev=-9.7 de_lowest_kcal_mol=5.2 largest_force_ev_per_a=3.21 gap_ev=5.49 mol_weight_da=747.52 energy_ev=-100284.7730 charge=+2
I -1.95061 -1.98975 -2.34231 -0.24 0.81 1.30 0.10
I -2.00150 2.26616 -2.06839 -0.28 -1.20 0.77 0.09
Lu 0.29917 0.23479 -1.20922 0.29 0.14 -0.70 1.04
P -0.26288 0.16548 -4.10414 -0.05 0.30 -1.34 0.51
C -1.87656 0.15303 -4.99304 -0.47 -0.06 0.16 -1.20
C 0.48347 1.61740 -4.92338 0.38 0.18 0.35 -1.20
H 1.55212 -1.34296 -4.52797 -0.13 -0.07 -0.30 0.36
H 0.66183 -0.96521 -6.04555 -0.10 -0.15 0.43 0.42
H -0.00745 -2.13918 -4.84804 0.17 0.23 -0.15 0.33
C 0.55752 -1.20619 -4.97508 0.44 -0.29 0.34 -1.13
H 1.46340 1.80433 -4.46444 -0.13 0.07 -0.28 0.36
H 0.60798 1.41374 -5.99749 -0.08 0.13 0.37 0.42
H -1.68897 0.16456 -6.08134 0.01 0.02 0.49 0.39
H -2.47743 1.03420 -4.72730 0.18 -0.25 -0.24 0.36
H -0.14511 2.50549 -4.78035 0.17 -0.20 -0.10 0.35
H -2.46012 -0.74589 -4.74239 0.21 0.40 -0.37 0.37
C -3.05510 0.06991 -1.96376 -2.53 -0.46 -1.70 0.37
O -4.21472 0.01223 -2.13193 3.01 0.52 0.99 -0.17
Cl 2.67724 0.58097 -1.57451 -0.95 -0.10 0.15 -0.48
C 2.88991 0.18695 2.76932 0.65 0.21 0.38 -1.02
N 1.86001 -0.40613 1.93768 -1.01 -0.06 0.07 0.69
C 2.22712 -1.65984 1.25794 0.01 0.09 -0.11 -1.10
P 0.24571 -0.10135 2.12782 0.68 -0.16 0.68 -0.03
O -0.34957 -0.15084 0.71765 -0.48 0.23 -1.54 -0.20
N -0.57430 -1.23812 2.94433 0.78 -0.25 0.46 0.22
C -1.84799 -1.80139 2.52616 -0.61 0.21 -0.15 -0.82
C -0.05401 -1.73288 4.22761 0.45 0.09 0.71 -0.81
N 0.10077 1.39910 2.78870 0.06 -0.36 -0.24 0.13
C -1.13313 1.71089 3.52247 -0.29 0.41 0.09 -0.87
C 0.57004 2.53704 1.98820 -0.14 0.30 0.27 -1.06
H 3.78756 0.37621 2.17184 -0.19 0.04 -0.06 0.31
H 3.19664 -0.47148 3.58756 -0.13 -0.03 0.00 0.30
H 2.54880 1.13227 3.19736 0.06 -0.24 -0.07 0.39
H 2.48072 -2.45913 1.96206 -0.12 0.10 -0.01 0.30
H 1.40627 -2.01161 0.61420 0.13 0.01 0.29 0.29
H 3.08735 -1.48346 0.61238 0.06 0.06 0.07 0.35
H -1.86780 -1.95318 1.44590 -0.04 -0.04 0.13 0.17
H -1.98201 -2.76296 3.03053 0.02 0.19 -0.22 0.37
H -2.68221 -1.14750 2.80709 0.01 -0.17 -0.04 0.29
H -0.51748 -2.71048 4.44942 0.32 0.51 -0.13 0.37
H 1.04712 -1.87299 4.19086 -0.62 0.09 -0.04 0.24
H -0.27536 -1.04473 5.07132 0.05 -0.40 -0.45 0.27
H -1.37508 0.93860 4.24995 0.06 0.02 -0.07 0.25
H -0.99209 2.66304 4.05501 0.05 -0.40 -0.08 0.36
H -1.98757 1.85519 2.84366 0.13 -0.11 0.10 0.31
H 1.57285 2.38572 1.59220 0.00 -0.10 0.01 0.39
H -0.12912 2.77092 1.17041 0.04 -0.08 0.00 0.20
H 0.58458 3.41902 2.64101 0.14 -0.19 -0.20 0.41